Record 1
The following is a quantum chemistry calculation of a cluster of 9 separate species, C16H36NO32S8 in total, from OMol25.

```
93
C16H36NO32S8 the ωB97M-V functional and the def2-TZVPD basis
N -4.21014 10.66271 11.15758
H -4.89977 9.99769 10.83779
H -4.29679 11.63741 10.90747
H -3.34850 10.31584 10.76088
H -3.93852 10.67748 12.13025
C -3.47049 11.87045 2.21293
C -3.90839 10.40926 2.54716
O -5.22635 10.50499 3.10556
S -5.34071 11.93176 4.01900
O -4.54940 11.73799 5.25506
O -6.70732 12.40202 4.09178
O -4.35079 12.69260 2.95731
H -3.50351 12.25381 1.19309
H -2.49444 12.13841 2.61744
H -3.37087 9.83492 3.30167
H -4.01556 10.03131 1.53041
C -6.63629 3.46658 10.21178
C -6.55216 2.88638 8.83540
O -6.98928 3.92273 7.95373
S -6.24758 5.40884 8.47163
O -7.11242 6.58760 8.31389
O -4.82622 5.52213 8.14364
O -6.38183 4.85449 10.03747
H -5.82271 3.22432 10.89551
H -7.55758 3.57545 10.78404
H -7.10983 1.95531 8.73441
H -5.54594 2.73620 8.44414
C -4.23704 19.19665 9.53872
C -4.30837 19.14206 11.01255
O -5.58420 18.52314 11.29748
S -5.87350 17.23476 10.33947
O -7.25137 17.26807 9.92767
O -5.29081 16.00507 10.98996
O -4.84195 17.97698 9.16337
H -3.25637 19.33922 9.08478
H -4.90072 19.94142 9.09944
H -4.39587 20.15958 11.39346
H -3.42390 18.56537 11.28313
C 2.66003 16.59180 12.07880
C 2.91715 16.67859 13.62684
O 2.12776 15.53566 14.05089
S 0.75736 15.16983 13.02697
O -0.52114 15.70670 13.60324
O 0.84997 13.76902 12.50856
O 1.30239 16.31161 11.94043
H 3.14622 15.82785 11.47208
H 2.80752 17.49528 11.48713
H 2.42189 17.58233 13.98191
H 3.95474 16.55886 13.93860
C -8.81923 15.44398 16.20729
C -8.60908 14.52652 17.46125
O -8.52797 13.24470 16.86154
S -9.29115 13.10114 15.41265
O -10.65910 12.71903 15.69981
O -8.50566 12.48376 14.37891
O -9.37222 14.72376 15.14770
H -7.82618 15.74856 15.87689
H -9.50776 16.28204 16.31537
H -9.45280 14.37940 18.13550
H -7.74421 15.00730 17.91838
C 0.54263 1.84709 12.54360
C -0.65128 1.30526 11.66413
O -1.08444 2.37856 10.89067
S -0.43177 3.81683 11.34052
O -1.44589 4.83021 11.59811
O 0.68875 4.28690 10.51372
O 0.05417 3.11227 12.74054
H 1.36306 1.98932 11.84019
H 0.98437 1.37341 13.42029
H -1.57317 0.98538 12.14983
H -0.41201 0.61167 10.85804
C 1.38782 8.70515 15.55236
C 1.13786 9.61757 16.75790
O -0.22272 9.46987 16.96898
S -0.79560 7.98102 16.44226
O -2.15214 8.10588 15.87021
O -0.48611 6.78939 17.25148
O 0.16550 8.12226 15.16703
H 2.16025 7.97175 15.78382
H 1.99729 9.16748 14.77590
H 1.55983 10.62080 16.81763
H 1.65062 9.17156 17.61011
C 3.98575 9.42386 5.89251
C 4.09086 9.31332 7.39977
O 2.90330 9.58262 8.03629
S 1.77135 9.89882 6.89474
O 1.01283 11.05651 7.30151
O 0.99980 8.69165 6.59585
O 2.87299 10.22619 5.71348
H 3.81210 8.39324 5.58304
H 4.92297 9.81479 5.49643
H 4.77311 10.06852 7.79004
H 4.44297 8.35508 7.78174
```

## Properties
Orbital gap ... 9.077 eV
Energy relative to the best compared isomer or geometry (same formula, charge and spin) ... 241.4 kcal/mol
Charge ... +1
Strongest force on any atom ... 4.77 eV Å⁻¹



Record 2
The following is a quantum chemistry calculation of a structure of composition C13H22N2O3, from OMol25.

```
40
C13H22N2O3 the ωB97M-V functional and the def2-TZVPD basis
C -3.14574 0.15568 -3.91446
C -2.18669 -0.43034 -3.03404
H -1.50560 -1.23668 -3.53296
H -2.65649 -0.92196 -2.17696
O -1.12498 0.70221 -2.45810
C -1.73325 1.31889 -1.23971
O -2.89288 1.21167 -0.68800
C -0.63439 2.18622 -0.84892
H -0.35566 2.89146 -1.58498
H -1.19985 2.81121 0.01651
C 0.53000 1.25828 -0.27769
N 0.30276 0.19368 0.47630
C -0.02790 0.83001 1.74870
C 0.95133 1.33541 2.55729
N 1.65349 2.43508 1.60208
C 1.41845 2.51744 0.47657
O 2.00143 3.50316 -0.29384
H 2.14602 3.17234 2.18047
H 0.57365 1.79485 3.33098
H 1.73030 0.68730 2.95606
H -0.26370 -0.25106 2.37572
H -1.06744 1.19948 2.01773
C 0.75116 -1.05598 0.18589
C 2.09433 -1.26438 0.95508
C 2.05134 -2.36067 1.78889
H 1.47774 -1.62989 2.75336
C 0.83133 -2.89209 1.39540
H 1.23141 -3.99580 0.71044
H 0.22282 -3.54314 2.31947
C -0.14499 -2.09906 0.58117
H -0.92407 -1.91011 1.08082
H -0.34693 -2.65532 -0.38363
H 2.74330 -2.75962 2.25436
H 2.87336 -1.61298 0.07037
H 2.72056 -0.24371 1.11279
H 0.82758 -1.12674 -0.95199
H 1.15164 1.09745 -1.37002
H -2.69496 0.68594 -4.52070
H -3.73662 0.78465 -3.41502
H -3.64187 -0.78285 -4.25547
```

## Properties
Orbital gap ... 8.408 eV
Energy relative to the best compared isomer or geometry (same formula, charge and spin) ... 368.2 kcal/mol
Strongest force on any atom ... 18.17 eV Å⁻¹